[1]
Entry from the OMol25 dataset: a structure of composition C26H18BrHfN4O8P2S2 (ωB97M-V/def2-TZVPD).

Computed properties:
Total charge: -1
HOMO level, eV: -5.356
Molecular weight, u: 898.93
ΔE to the lowest compared entry with this formula, charge and spin, kcal/mol: 8.6

Geometry as XYZ:
```
62
C26H18BrHfN4O8P2S2 ωB97M-V/def2-TZVPD
Hf 0.215 -0.248 -0.292
Br -4.263 -4.063 -4.773
C -2.889 -3.472 -3.593
C -1.549 -3.527 -4.009
C -0.539 -3.105 -3.181
C -0.824 -2.594 -1.898
O 0.121 -2.197 -1.096
C -2.182 -2.547 -1.496
C -2.532 -2.084 -0.189
N -1.696 -1.615 0.681
C -2.109 -1.461 2.019
C -3.287 -1.900 2.563
C -3.584 -1.701 3.931
C -2.684 -1.103 4.759
C -1.429 -0.693 4.244
C -0.422 -0.118 5.052
C 0.776 0.209 4.502
C 0.975 -0.003 3.122
N 0.054 -0.498 2.333
C -1.143 -0.867 2.880
C -3.203 -2.987 -2.358
H -1.319 -3.897 -4.999
H 0.498 -3.125 -3.491
H -3.589 -2.184 0.071
H -4.010 -2.421 1.951
H -4.534 -2.045 4.319
H -2.898 -0.958 5.812
H -0.618 0.040 6.107
H 1.574 0.643 5.090
H 1.918 0.257 2.656
H -4.237 -2.928 -2.037
S 1.579 3.715 2.043
C 2.950 3.046 1.260
C 2.628 1.944 0.536
C 1.237 1.581 0.590
C 0.570 2.480 1.368
C -0.870 2.417 1.605
C -1.577 3.314 2.407
C -2.947 3.192 2.513
C -3.599 2.195 1.799
C -2.828 1.340 1.036
N -1.501 1.417 0.967
H 3.919 3.511 1.376
H 3.365 1.381 -0.023
H -1.044 4.102 2.924
H -3.509 3.878 3.136
H -4.675 2.081 1.827
H -3.286 0.554 0.443
O -1.693 2.159 -3.239
P -1.516 0.601 -3.043
O -2.555 -0.177 -3.709
O -1.272 0.383 -1.510
O -0.028 0.306 -3.683
P 1.235 0.931 -2.888
O 2.425 0.886 -3.936
O 1.592 -0.082 -1.786
O 0.893 2.306 -2.462
H -0.875 2.592 -2.893
H 3.040 0.173 -3.709
S 2.386 -1.584 0.806
C 3.487 -1.710 -0.465
N 4.240 -1.794 -1.345
```

Atomic partial charges in e from the Löwdin method, atoms 1 to 4: Hf 1.567; Br 0.686; C -0.692; C -0.105

---

[2]
Entry from the OMol25 dataset: a cluster of 2 separate species, C10H16 in total (ωB97M-V/def2-TZVPD).

Computed properties:
SMILES string: CCc1ccccc1.CC
Total charge: 0
HOMO level, eV: -9.059
Molecular weight, u: 136.24
ΔE to the lowest compared entry with this formula, charge and spin, kcal/mol: 21.3

Geometry as XYZ:
```
26
C10H16 ωB97M-V/def2-TZVPD
C 0.445 0.703 2.360
C -0.950 0.980 1.809
C -1.385 -0.270 1.039
C -2.015 -1.311 1.725
C -2.163 -2.562 1.098
C -1.511 -2.896 -0.070
C -0.798 -1.873 -0.686
C -0.792 -0.595 -0.186
H 0.982 1.642 2.569
H 1.183 0.182 1.749
H 0.414 0.142 3.295
H -1.611 1.031 2.679
H -1.088 1.910 1.274
H -2.402 -1.161 2.723
H -2.885 -3.244 1.539
H -1.579 -3.880 -0.510
H -0.318 -2.048 -1.645
H -0.152 0.112 -0.707
C 1.738 2.301 -2.611
C 2.473 1.032 -2.392
H 0.685 2.339 -2.300
H 2.130 3.116 -1.992
H 1.612 2.497 -3.679
H 3.163 0.824 -3.214
H 1.800 0.162 -2.399
H 3.025 0.868 -1.467
```

Atomic partial charges in e from the Löwdin method, atoms 1 to 4: C -0.106; C -0.197; C -0.231; C -0.044

---

[3]
Entry from the OMol25 dataset: a structure of composition C36H42NNaSSbSi2 (ωB97M-V/def2-TZVPD).

Computed properties:
Total charge: -1
HOMO level, eV: -3.918
Molecular weight, u: 721.73

Geometry as XYZ:
```
84
C36H42NNaSSbSi2 ωB97M-V/def2-TZVPD
Na 1.951 0.700 -0.583
C -2.697 -0.460 2.679
Si -0.954 -0.709 3.409
C -1.055 -0.133 5.227
C -0.820 -2.600 3.534
C 0.403 0.048 2.407
C 0.283 1.378 1.945
C -0.773 2.258 2.369
C -0.894 3.523 1.867
C 0.056 4.008 0.951
C 1.073 3.146 0.616
N 1.190 1.884 1.041
Si 2.034 -0.827 2.516
C 3.577 0.012 1.792
C 2.437 -1.138 4.361
C 2.104 -2.566 1.745
H -3.458 -0.429 3.463
H -2.951 -1.285 2.009
H -2.782 0.461 2.101
H -1.799 -0.711 5.782
H -1.325 0.924 5.297
H -0.087 -0.261 5.719
H -1.706 -3.001 4.035
H 0.055 -2.921 4.105
H -0.760 -3.063 2.546
H -1.454 1.912 3.135
H -1.700 4.167 2.202
H 0.005 5.012 0.556
H 1.870 3.491 -0.044
H 3.484 1.096 1.740
H 3.799 -0.369 0.789
H 4.446 -0.226 2.409
H 2.184 -0.272 4.978
H 3.499 -1.354 4.504
H 1.869 -1.991 4.744
H 1.843 -2.559 0.682
H 1.437 -3.265 2.254
H 3.123 -2.953 1.834
S 3.507 -0.043 -2.494
C 5.083 -0.054 -1.746
C 5.882 -1.207 -1.789
C 7.133 -1.240 -1.196
C 7.634 -0.124 -0.537
C 6.860 1.028 -0.489
C 5.610 1.067 -1.086
H 5.493 -2.084 -2.290
H 7.726 -2.147 -1.247
H 8.607 -0.155 -0.064
H 7.238 1.907 0.021
H 5.017 1.972 -1.048
C -6.257 0.427 -0.673
C -5.515 1.594 -0.565
C -4.133 1.549 -0.667
C -3.474 0.342 -0.881
C -4.224 -0.824 -0.963
C -5.609 -0.784 -0.866
Sb -1.315 0.405 -1.156
C -1.642 1.602 -2.939
C -2.748 1.414 -3.769
C -2.966 2.245 -4.856
C -2.085 3.286 -5.125
C -0.981 3.481 -4.312
C -0.763 2.641 -3.227
C -1.298 -1.510 -2.150
C -1.349 -1.664 -3.531
C -1.438 -2.929 -4.098
C -1.460 -4.056 -3.289
C -1.361 -3.916 -1.912
C -1.273 -2.651 -1.349
H -7.338 0.461 -0.607
H -6.015 2.541 -0.399
H -3.557 2.466 -0.591
H -3.729 -1.775 -1.116
H -6.180 -1.701 -0.943
H -3.445 0.611 -3.562
H -3.824 2.084 -5.497
H -2.265 3.946 -5.965
H -0.291 4.289 -4.522
H 0.103 2.797 -2.592
H -1.309 -0.796 -4.175
H -1.484 -3.034 -5.175
H -1.542 -5.042 -3.729
H -1.346 -4.795 -1.278
H -1.180 -2.548 -0.271
```

Atomic partial charges in e from the Löwdin method, atoms 1 to 4: Na 0.093; C -0.179; Si 0.454; C -0.183

---

[4]
Entry from the OMol25 dataset: a cluster of 2 separate species, C16H31N5O4P2 in total (ωB97M-V/def2-TZVPD).

Computed properties:
SMILES string: C=C[C@](C#N)(CCOC(C)=O)[C@@H](C#N)[PH2]=O.CN(C)P(=O)(N(C)C)N(C)C
Total charge: 0
HOMO level, eV: -8.086
Molecular weight, u: 419.40

Geometry as XYZ:
```
58
C16H31N5O4P2 ωB97M-V/def2-TZVPD
C 6.313 -1.775 0.320
C 6.240 -0.885 -0.713
C 5.385 -1.036 -1.986
C 6.256 -0.572 -3.179
N 6.806 -0.299 -4.118
C 4.179 -0.013 -1.938
C 2.824 -0.670 -1.562
O 1.855 0.320 -1.158
C 0.568 -0.222 -1.240
C 0.287 -1.708 -0.895
O -0.300 0.473 -1.604
C 4.955 -2.515 -2.319
C 4.400 -2.487 -3.743
N 4.089 -2.501 -4.819
P 6.418 -3.718 -2.384
O 6.000 -4.935 -1.624
H 6.699 -2.803 0.153
H 6.057 -1.524 1.365
H 6.812 0.065 -0.617
H 4.404 0.746 -1.158
H 4.094 0.537 -2.899
H 3.008 -1.384 -0.730
H 2.438 -1.208 -2.454
H 1.048 -2.159 -0.232
H -0.745 -1.833 -0.513
H 0.326 -2.252 -1.869
H 4.218 -2.936 -1.612
H 6.634 -4.036 -3.755
H 7.592 -3.116 -1.859
C -6.179 0.737 0.933
N -4.946 0.104 1.341
C -5.237 -1.145 2.034
P -3.463 0.819 1.827
O -2.583 -0.121 1.002
N -3.017 2.239 0.912
C -3.704 2.595 -0.323
C -1.571 2.325 0.658
N -4.298 1.863 3.018
C -4.823 3.187 2.749
C -3.491 1.933 4.253
H -6.764 1.106 1.789
H -6.809 0.016 0.404
H -6.031 1.544 0.221
H -5.622 -0.959 3.048
H -4.336 -1.758 2.122
H -5.968 -1.744 1.487
H -3.788 1.751 -1.017
H -3.185 3.410 -0.833
H -4.697 3.000 -0.123
H -1.269 1.700 -0.183
H -1.004 2.010 1.538
H -1.280 3.357 0.441
H -4.043 3.922 2.523
H -5.364 3.541 3.632
H -5.556 3.189 1.945
H -2.579 2.525 4.100
H -3.190 0.927 4.565
H -4.058 2.370 5.078
```

Atomic partial charges in e from the Löwdin method, atoms 1 to 4: C 0.025; C -0.133; C -0.411; C -0.215

---

[5]
Entry from the OMol25 dataset: a structure of composition C8H12N2PSr (ωB97M-V/def2-TZVPD).

Computed properties:
Total charge: -1
HOMO level (spin up / spin down), eV: -0.278 / -0.277
Molecular weight, u: 254.79
ΔE to the lowest compared entry with this formula, charge and spin, kcal/mol: 44.5

Geometry as XYZ:
```
24
C8H12N2PSr ωB97M-V/def2-TZVPD
C 0.575 1.129 -2.672
C 0.315 0.345 -3.764
C -0.038 -1.072 -3.796
C -0.138 -2.043 -2.688
C 0.051 -1.880 -1.355
Sr 0.147 0.224 -0.401
P 0.365 3.024 0.184
H 0.890 2.199 -2.816
H 0.357 0.772 -4.813
H -0.202 -1.525 -4.811
H -0.011 -2.611 -0.506
H -0.388 -3.086 -3.040
H -0.822 3.452 0.953
H 0.504 3.964 -0.938
H 1.516 3.258 1.079
N -0.442 -1.568 2.430
C -0.552 -1.543 3.769
C -0.339 -0.225 4.171
C -0.096 0.524 3.014
N -0.165 -0.322 1.961
H -0.522 -2.326 1.747
H -0.768 -2.442 4.304
H -0.351 0.176 5.153
H 0.115 1.577 2.834
```

Atomic partial charges in e from the Löwdin method, atoms 1 to 4: C -0.381; C -0.416; C -0.256; C -0.413

---

Copy entry 1 word for word.
Entry from the OMol25 dataset: a structure of composition C26H18BrHfN4O8P2S2 (ωB97M-V/def2-TZVPD).

Computed properties:
Total charge: -1
HOMO level, eV: -5.356
Molecular weight, u: 898.93
ΔE to the lowest compared entry with this formula, charge and spin, kcal/mol: 8.6

Geometry as XYZ:
```
62
C26H18BrHfN4O8P2S2 ωB97M-V/def2-TZVPD
Hf 0.215 -0.248 -0.292
Br -4.263 -4.063 -4.773
C -2.889 -3.472 -3.593
C -1.549 -3.527 -4.009
C -0.539 -3.105 -3.181
C -0.824 -2.594 -1.898
O 0.121 -2.197 -1.096
C -2.182 -2.547 -1.496
C -2.532 -2.084 -0.189
N -1.696 -1.615 0.681
C -2.109 -1.461 2.019
C -3.287 -1.900 2.563
C -3.584 -1.701 3.931
C -2.684 -1.103 4.759
C -1.429 -0.693 4.244
C -0.422 -0.118 5.052
C 0.776 0.209 4.502
C 0.975 -0.003 3.122
N 0.054 -0.498 2.333
C -1.143 -0.867 2.880
C -3.203 -2.987 -2.358
H -1.319 -3.897 -4.999
H 0.498 -3.125 -3.491
H -3.589 -2.184 0.071
H -4.010 -2.421 1.951
H -4.534 -2.045 4.319
H -2.898 -0.958 5.812
H -0.618 0.040 6.107
H 1.574 0.643 5.090
H 1.918 0.257 2.656
H -4.237 -2.928 -2.037
S 1.579 3.715 2.043
C 2.950 3.046 1.260
C 2.628 1.944 0.536
C 1.237 1.581 0.590
C 0.570 2.480 1.368
C -0.870 2.417 1.605
C -1.577 3.314 2.407
C -2.947 3.192 2.513
C -3.599 2.195 1.799
C -2.828 1.340 1.036
N -1.501 1.417 0.967
H 3.919 3.511 1.376
H 3.365 1.381 -0.023
H -1.044 4.102 2.924
H -3.509 3.878 3.136
H -4.675 2.081 1.827
H -3.286 0.554 0.443
O -1.693 2.159 -3.239
P -1.516 0.601 -3.043
O -2.555 -0.177 -3.709
O -1.272 0.383 -1.510
O -0.028 0.306 -3.683
P 1.235 0.931 -2.888
O 2.425 0.886 -3.936
O 1.592 -0.082 -1.786
O 0.893 2.306 -2.462
H -0.875 2.592 -2.893
H 3.040 0.173 -3.709
S 2.386 -1.584 0.806
C 3.487 -1.710 -0.465
N 4.240 -1.794 -1.345
```

Atomic partial charges in e from the Löwdin method, atoms 1 to 4: Hf 1.567; Br 0.686; C -0.692; C -0.105

---

Q: Number 1 is which compound?
A: C26H18BrHfN4O8P2S2

---

Q: What is the formula in the fifth record?
A: C8H12N2PSr